1.
{"formula": "C12H12O", "method": "wB97M-V/def2-TZVPD", "species": ["C", "C", "O", "C", "C", "C", "C", "C", "C", "C", "C", "C", "C", "H", "H", "H", "H", "H", "H", "H", "H", "H", "H", "H", "H"], "positions_angstrom": [[0.0647, -0.8246, 3.7286], [0.1458, -1.4793, 2.4569], [1.5336, -1.7208, 2.4028], [-0.2642, -0.6754, 1.2768], [-1.5906, -0.2970, 0.7955], [-1.9697, 0.2718, -0.3712], [-0.8965, 0.5326, -1.2768], [-1.1924, 0.8813, -2.5885], [-0.1940, 1.4692, -3.3923], [1.1019, 1.3855, -2.9051], [1.4776, 0.9487, -1.6301], [0.4851, 0.4203, -0.7629], [0.7264, -0.3343, 0.3711], [0.7699, 0.0676, 3.6967], [0.5784, -1.5628, 4.4458], [-0.9671, -0.3206, 4.0104], [-0.2430, -2.5741, 2.3751], [1.8832, -0.8743, 2.6418], [-2.4217, -0.3681, 1.5114], [-2.9785, 0.6891, -0.5112], [-2.1774, 0.7789, -3.0478], [-0.3900, 1.8315, -4.3336], [1.9700, 1.7186, -3.5450], [2.4277, 1.1012, -1.1088], [1.9133, -0.5130, 0.4309]], "multiplicity": 1, "total_charge": 0, "energy_ev": -14683.82126, "homo_energy_ev": -8.15, "e_above_lowest_kj_mol": 248.5}



2.
{"formula": "C12H12O3", "method": "wB97M-V/def2-TZVPD", "species": ["C", "C", "C", "C", "C", "C", "C", "C", "C", "H", "H", "H", "H", "H", "H", "H", "H", "O", "C", "C", "O", "C", "O", "H", "H", "H", "H"], "positions_angstrom": [[1.7027, -1.2165, 1.9984], [0.6818, -0.4270, 1.7870], [-0.6934, -0.1782, 1.5120], [-1.5500, -1.2166, 1.1393], [-2.8865, -0.9591, 0.9058], [-3.3870, 0.3268, 1.0454], [-2.5418, 1.3638, 1.4076], [-1.2019, 1.1176, 1.6336], [1.9894, 0.2512, 2.0863], [2.1341, -2.1814, 2.1051], [-1.1511, -2.2128, 1.0306], [-3.5448, -1.7652, 0.6173], [-4.4360, 0.5202, 0.8716], [-2.9324, 2.3649, 1.5153], [-0.5345, 1.9190, 1.9163], [2.1520, 0.7125, 3.0563], [2.5359, 0.7390, 1.2845], [-0.4520, 1.1425, -3.5463], [0.7029, 0.9144, -3.2469], [1.0680, -0.2124, -2.4054], [0.0172, -0.9686, -1.9738], [2.3259, -0.5510, -2.0485], [3.4634, 0.0676, -2.3859], [1.5226, 1.5628, -3.6064], [-0.7802, -0.5538, -2.3569], [2.4938, -1.4074, -1.4104], [3.3020, 0.8478, -2.9317]], "multiplicity": 1, "total_charge": 0, "energy_ev": -18777.51793, "homo_energy_ev": -8.36, "e_above_lowest_kj_mol": 422.9}